1.
A cluster of 10 separate species, C10H40N20O10 in total in a non-equilibrium geometry, computed with the ωB97M-V functional and the def2-TZVPD basis.

Cartesian coordinates (Å):
N  0.01  -0.55  -1.83
H  3.69  -4.21  -6.11
N  -4.75  1.64  3.79
C  4.13  -3.43  -4.27
H  -0.65  -1.31  -1.68
N  -2.53  -1.03  2.46
N  3.18  -2.47  -4.56
H  4.00  3.80  -1.87
O  4.58  -3.60  -3.15
N  -3.20  -4.31  -1.36
N  -0.93  -4.15  -1.23
H  3.21  -1.73  2.22
O  2.92  5.73  -2.51
H  -1.47  -0.02  -0.17
N  -0.64  0.52  0.03
H  6.42  -1.41  0.42
H  4.54  -5.25  -4.91
N  2.82  -3.80  0.87
O  5.01  0.57  0.44
O  1.22  1.23  -1.05
H  0.75  -0.66  -2.51
H  -1.66  -1.41  2.76
C  -0.57  4.46  1.74
N  5.79  -1.41  -0.37
H  -0.62  1.10  0.84
H  -3.99  -3.79  -1.70
C  2.34  4.73  -2.09
H  3.09  0.17  -0.86
H  -2.56  3.32  -0.32
C  -3.50  1.72  -1.15
H  -4.95  0.69  3.50
N  -0.43  3.21  2.29
C  -2.11  -3.51  -1.25
H  3.00  -1.80  -3.84
H  3.43  -1.48  -1.28
H  -2.44  3.90  3.93
N  -3.18  2.55  -0.13
C  -3.56  2.19  3.55
O  -2.18  -2.27  -1.27
H  0.55  6.12  1.53
H  0.61  4.20  -1.15
H  1.46  4.87  2.22
C  2.02  -2.70  0.75
H  -3.50  2.34  0.80
C  0.25  0.45  -0.98
H  1.96  -0.82  1.53
H  -4.26  -3.42  3.66
H  -2.66  -0.04  2.24
H  -2.53  -3.15  3.58
N  -3.26  3.36  4.14
N  2.44  -1.70  1.58
H  -3.96  3.78  4.72
C  4.89  -0.40  -0.30
H  -0.95  -5.14  -1.40
H  -1.25  2.63  2.46
N  -4.33  0.72  -0.68
H  2.65  -4.57  0.25
H  0.42  2.83  2.65
H  5.56  -2.28  -0.82
H  -5.08  1.02  -0.08
N  3.02  3.65  -1.67
N  0.59  5.15  1.81
H  -0.09  -3.62  -1.00
O  -2.83  1.70  2.65
O  -4.79  -1.19  2.56
O  -3.00  1.74  -2.27
N  4.21  -4.37  -5.27
H  2.97  -2.28  -5.52
H  -3.13  -5.30  -1.31
H  2.67  2.83  -1.22
C  -3.66  -1.67  2.78
N  -3.46  -2.91  3.31
N  0.95  4.68  -1.97
H  -4.46  -0.03  -1.34
O  -1.61  4.98  1.35
O  1.14  -2.53  -0.08
H  0.58  5.61  -2.09
N  3.76  -0.57  -1.04
H  -5.33  2.01  4.52
H  3.24  -3.94  1.77

Output
HOMO-LUMO gap   0.31843 Eh
E_LUMO   0.05 eV
Structure (SMILES)   NC(N)=O.NC(N)=O.NC(N)=O.NC(N)=O.NC(N)=O.NC(N)=O.NC(N)=O.NC(N)=O.NC(N)=O.NC(N)=O
Max |F|   2.6 eV Å⁻¹
Total energy   -2252.9854 Ha
ΔE to the lowest compared entry with this formula, charge and spin   0.9131 eV

Mulliken population analysis, charges in e, atoms 1 to 5: -0.005 0.176 -0.364 0.608 0.114

2.
An isolated molecule of C9H11N3O2 in a non-equilibrium geometry, computed with the ωB97M-V functional and the def2-TZVPD basis.

Cartesian coordinates (Å):
H  -2.63  -2.32  -0.93
N  -2.59  1.04  0.28
O  -0.78  0.34  -1.73
N  -3.48  -0.49  -1.01
C  -1.40  0.14  0.61
H  2.10  3.17  -0.35
C  0.89  -0.69  -0.09
H  -1.00  0.60  1.53
C  1.67  2.09  -0.42
C  -2.82  -1.44  -0.44
H  -2.83  -1.04  1.67
C  2.32  -0.17  -0.21
C  0.37  1.84  -0.24
H  0.93  -1.53  -0.77
H  -1.45  -1.96  1.05
H  -0.36  2.69  -0.48
C  -2.11  -1.13  0.83
C  -0.15  0.35  -0.42
H  0.77  -1.11  0.91
C  2.67  1.07  -0.42
H  -0.27  0.06  -2.51
H  2.92  -0.95  -0.43
O  -2.51  2.22  0.68
N  -3.56  0.68  -0.46
H  3.72  1.31  -0.69

Output
HOMO-LUMO gap (alpha / beta)   0.31523 / 0.31521 Eh
E_LUMO (alpha / beta)   -0.05 / -0.05 eV
Structure (SMILES)   [O-][N+]1=NN=CC[C@H]1[C@@]1(O)C=CC=CC1
Max |F|   4.6 eV Å⁻¹
Total energy   -664.0684 Ha
ΔE to the lowest compared entry with this formula, charge and spin   5.5149 eV

Mulliken population analysis, charges in e, atoms 1 to 5: 0.462 1.112 -0.587 -0.250 -0.732

3.
An isolated molecule of C5H4OS2 in a non-equilibrium geometry, computed with the ωB97M-V functional and the def2-TZVPD basis.

Cartesian coordinates (Å):
H  -1.51  -1.85  -0.06
S  -3.50  -0.49  -0.01
C  0.45  0.24  -0.01
C  -1.86  -0.77  -0.06
S  2.78  -1.30  0.00
O  0.75  2.61  -0.05
H  0.48  -1.77  -0.01
H  -1.33  1.27  0.17
C  -0.92  0.28  0.01
C  1.17  -1.00  -0.06
H  2.24  1.30  0.10
C  1.24  1.49  -0.01

Output
HOMO-LUMO gap   0.24101 Eh
E_LUMO   -2.75 eV
Structure (SMILES)   O=C/C(C=S)=C/C=S
Max |F|   3.5 eV Å⁻¹
Total energy   -1064.4453 Ha
ΔE to the lowest compared entry with this formula, charge and spin   1.6298 eV

Mulliken population analysis, charges in e, atoms 1 to 5: 0.210 -0.160 0.603 -0.459 -0.218